An isolated molecule of C6H7FN2O2, computed with ωB97M-V/def2-TZVPD.

Structure (XYZ):
```
18
Properties=species:S:1:pos:R:3:forces:R:3
C -1.94777 -1.60928 0.29802 -1.72 0.80 0.97
C -2.18741 -0.36094 0.81715 -0.75 0.90 0.01
C -1.00829 0.39932 1.02632 -0.03 -1.54 0.60
C 1.39386 -0.31950 0.61717 -0.85 -0.11 -0.98
C 1.76904 0.85797 -0.40663 1.10 -0.21 0.61
C 0.01926 2.03040 -1.40393 2.44 -5.60 -0.55
N -0.63122 -1.65322 0.15980 2.98 -6.99 -0.87
N -0.10845 -0.60494 0.79371 3.36 2.55 -0.75
O 1.01784 2.11066 -0.48922 -0.97 -1.24 -0.66
O -0.05820 0.99806 -2.09468 -0.84 3.13 1.10
F -3.42422 0.13370 1.06926 0.39 -0.32 -0.19
H -2.62905 -2.44669 0.29554 0.27 -0.06 -0.69
H 2.01972 -1.21938 0.22704 -1.58 1.21 0.64
H 1.79335 -0.09607 1.61579 -0.44 0.12 -0.34
H 2.59473 1.30663 0.13844 0.90 -0.51 -0.58
H 2.03955 0.38951 -1.41538 -0.52 1.19 1.47
H -0.60414 2.84826 -1.34930 -1.48 1.92 -0.31
H -0.04862 -2.76447 0.10093 -2.24 4.76 0.50
```
Positions in Å, forces in eV/Å.

The value obtained for the electronic energy is -592.50665 Ha. The calculation puts the molar mass at 158.1 g mol⁻¹. The lowest unoccupied orbital energy comes out at 0.15 eV. The relative energy (zero: lowest compared OMol25 entry of this formula, charge and spin) is 67.61 kcal/mol. The orbital gap is 8.827 eV. As for the spin multiplicity: 1.

What are the Löwdin partial charges on each atom? They are as follows, in elementary charge units: -0.06, -0.32, 0.05, -0.06, -0.15, -0.28, -0.02, -0.18, -0.05, 0.02, 0.02, 0.13, 0.14, 0.11, 0.11, 0.14, 0.12, 0.29